The following is a DFT calculation (ωB97M-V with the def2-TZVPD basis set) of a cluster of 13 separate species, C5H38N2O12 in total.

## Properties
E_LUMO	0.148	eV
ΔE to the lowest compared entry with this formula, charge and spin	334.1	kJ/mol
HOMO-LUMO gap	0.3435	hartree

Positions of all 57 atoms, in Å:
C1 -1.023 -2.148 0.711
N1 -0.746 -0.760 1.073
C2 1.983 0.894 -1.047
C3 1.108 -0.202 -0.462
C4 -0.340 0.170 0.026
C5 -1.372 0.203 -1.136
N2 -1.053 1.253 -2.081
H1 -0.715 -2.785 1.536
H2 -2.062 -2.242 0.379
H3 -0.514 -2.651 -0.127
H4 0.005 -0.803 1.746
H5 3.035 0.632 -1.121
H6 1.618 1.348 -1.971
H7 1.895 1.827 -0.467
H8 1.654 -0.499 0.405
H9 0.906 -0.959 -1.219
H10 -0.337 1.176 0.466
H11 -2.345 0.399 -0.683
H12 -1.354 -0.794 -1.570
H13 -0.174 1.240 -2.573
H14 -1.093 2.113 -1.565
H15 2.757 -4.174 -0.875
H16 1.646 -3.824 0.174
O1 1.845 -3.893 -0.765
H17 -0.544 -0.619 -3.831
H18 -0.926 -2.061 -3.583
O2 -0.162 -1.501 -3.748
H19 1.833 -2.073 2.469
H20 2.660 -1.521 1.343
O3 2.219 -2.328 1.623
H21 -2.630 1.762 3.090
H22 -2.414 3.291 3.051
O4 -2.364 2.520 3.626
H23 -2.151 2.561 -3.257
H24 -1.444 3.906 -3.277
O5 -2.288 3.505 -3.059
H25 1.137 2.075 3.433
H26 -0.286 2.482 3.834
O6 0.454 1.910 4.084
H27 -3.338 -1.117 2.500
H28 -2.326 -0.087 1.971
O7 -3.282 -0.222 2.163
H29 1.638 -1.652 -3.369
H30 2.461 -2.520 -2.323
O8 2.487 -2.078 -3.176
H31 2.381 0.572 3.037
H32 3.499 -0.493 2.817
O9 2.936 0.151 2.376
H33 -0.320 -2.310 3.585
H34 -0.223 -0.884 4.207
O10 0.283 -1.673 3.976
H35 2.031 0.019 -4.991
H36 2.388 0.593 -3.675
O11 1.679 0.624 -4.326
H37 -3.624 3.085 -0.186
H38 -2.772 3.961 -1.041
O12 -2.735 3.456 -0.213

Calculated atomic charges, method Löwdin, unit e: C -0.109; N -0.096; C -0.096; C -0.177; C -0.316; C -0.209; N 0.017; H 0.069; H 0.083; H 0.075; H 0.065; H 0.082; H 0.034; H 0.081; H 0.048; H 0.093; H 0.139; H 0.116; H 0.090; H 0.046; H 0.051; H 0.047; H 0.010; O -0.061; H 0.035; H 0.063; O -0.049; H 0.010; H 0.005; O -0.064; H 0.012; H 0.047; O -0.047; H 0.024; H 0.044; O -0.079; H 0.014; H 0.010; O -0.052; H 0.029; H 0.002; O -0.082; H -0.028; H -0.008; O -0.077; H 0.032; H 0.064; O -0.031; H 0.032; H 0.048; O -0.040; H 0.055; H 0.020; O -0.057; H 0.043; H 0.014; O -0.072

The following is a DFT calculation (ωB97M-V with the def2-TZVPD basis set) of a structure of composition C33H59N2O2P2Pb.

## Properties
E_LUMO (alpha / beta)	-11.107 / -11.757	eV
HOMO-LUMO gap (alpha / beta)	0.2168 / 0.2171	hartree
net charge	+3

Positions of all 99 atoms, in Å:
C1 -1.826 -1.452 -1.390
C2 0.354 -0.928 -2.006
C3 -1.994 -2.250 -2.521
C4 0.224 -1.645 -3.201
C5 -0.965 -2.332 -3.454
H1 -2.951 -2.752 -2.661
H2 1.054 -1.631 -3.913
H3 -1.081 -2.896 -4.376
N1 -0.641 -0.885 -1.096
P1 -2.831 0.471 0.386
P2 2.284 -0.459 0.039
C6 -3.015 -1.128 -0.478
H4 -3.938 -1.093 -1.076
H5 -3.170 -1.921 0.273
C7 0.227 2.645 3.261
O1 0.274 3.441 4.090
C8 1.615 -0.143 -1.701
H6 2.426 -0.426 -2.385
C9 3.757 0.707 0.260
C10 2.828 -2.275 0.163
C11 -3.319 1.794 -0.861
C12 -3.948 0.455 1.902
C13 3.263 2.008 0.927
H7 2.753 1.804 1.881
H8 4.145 2.635 1.147
H9 2.579 2.576 0.283
C14 4.806 0.077 1.189
H10 4.368 -0.205 2.156
H11 5.296 -0.794 0.738
H12 5.587 0.826 1.383
C15 4.385 1.038 -1.097
H13 5.247 1.701 -0.926
H14 4.754 0.146 -1.621
H15 3.678 1.570 -1.747
C16 3.110 -2.558 1.659
H16 2.437 -1.967 2.299
H17 2.933 -3.622 1.877
H18 4.150 -2.345 1.930
C17 1.665 -3.180 -0.278
H19 0.737 -2.912 0.242
H20 1.499 -3.122 -1.362
H21 1.906 -4.226 -0.023
C18 4.067 -2.560 -0.717
H22 4.171 -1.862 -1.560
H23 4.994 -2.548 -0.130
H24 3.980 -3.571 -1.144
C19 -3.811 1.831 2.582
H25 -4.369 1.814 3.528
H26 -2.765 2.077 2.820
H27 -4.232 2.639 1.970
C20 -3.435 -0.649 2.843
H28 -3.584 -1.647 2.408
H29 -2.370 -0.536 3.084
H30 -4.003 -0.611 3.784
C21 -5.417 0.152 1.570
H31 -5.524 -0.689 0.872
H32 -5.923 -0.117 2.510
H33 -5.956 1.017 1.170
C22 -2.864 1.407 -2.276
H34 -3.382 0.515 -2.652
H35 -3.107 2.238 -2.958
H36 -1.780 1.239 -2.311
C23 -2.590 3.089 -0.441
H37 -1.525 3.060 -0.742
H38 -3.077 3.945 -0.940
H39 -2.635 3.274 0.647
C24 -4.844 1.982 -0.899
H40 -5.363 1.033 -1.095
H41 -5.240 2.437 0.016
H42 -5.085 2.664 -1.727
Pb1 -0.085 0.792 0.956
N2 0.586 2.008 -0.960
C25 1.186 1.419 -1.872
C26 1.522 2.118 -3.271
C27 2.488 1.313 -4.136
C28 0.214 2.261 -4.053
C29 2.116 3.511 -2.964
H43 3.452 1.129 -3.648
H44 2.054 0.353 -4.443
H45 2.698 1.886 -5.052
H46 -0.549 2.783 -3.464
H47 0.391 2.839 -4.972
H48 -0.182 1.279 -4.340
H49 2.996 3.710 -3.591
H50 1.362 4.290 -3.131
H51 2.423 3.591 -1.915
C30 0.355 -2.414 4.859
C31 -0.723 -3.287 4.212
C32 -0.609 -2.941 2.728
O2 -0.056 -1.596 2.643
C33 0.441 -1.190 3.954
H52 0.128 -2.156 5.894
H53 1.312 -2.951 4.840
H54 -1.708 -2.988 4.594
H55 -0.581 -4.351 4.405
H56 0.057 -3.642 2.198
H57 -1.583 -2.961 2.222
H58 -0.166 -0.356 4.341
H59 1.468 -0.819 3.839

Calculated atomic charges, method Löwdin, unit e: C -0.303; C -0.323; C 0.025; C 0.010; C 0.025; H 0.142; H 0.132; H 0.140; N 0.047; P 1.075; P 1.140; C -0.222; H 0.113; H 0.103; C -0.017; O 0.119; C -0.271; H 0.105; C -0.652; C -0.621; C -0.658; C -0.668; C -0.103; H 0.057; H 0.117; H 0.052; C -0.065; H 0.089; H 0.076; H 0.115; C -0.055; H 0.124; H 0.090; H 0.049; C -0.070; H 0.053; H 0.108; H 0.080; C -0.079; H 0.060; H 0.081; H 0.116; C -0.042; H 0.071; H 0.089; H 0.109; C -0.072; H 0.115; H 0.064; H 0.081; C -0.085; H 0.083; H 0.059; H 0.116; C -0.057; H 0.094; H 0.114; H 0.076; C -0.076; H 0.094; H 0.118; H 0.048; C -0.089; H 0.046; H 0.116; H 0.068; C -0.060; H 0.096; H 0.079; H 0.115; Pb 1.253; N 0.090; C -0.290; C -0.500; C -0.039; C -0.034; C -0.013; H 0.081; H 0.080; H 0.122; H 0.079; H 0.119; H 0.090; H 0.108; H 0.101; H 0.072; C -0.132; C -0.129; C -0.180; O -0.328; C -0.205; H 0.131; H 0.126; H 0.121; H 0.131; H 0.114; H 0.106; H 0.111; H 0.109

The following is a DFT calculation (ωB97M-V with the def2-TZVPD basis set) of a structure of composition C27H27GeINNiO3.

## Properties
2S+1	3
E_LUMO (alpha / beta)	-2.589 / -3.667	eV
⟨S²⟩	2.0220
ΔE to the lowest compared entry with this formula, charge and spin	63.3	kJ/mol
HOMO-LUMO gap (alpha / beta)	0.2904 / 0.2795	hartree
net charge	+1

Positions of all 61 atoms, in Å:
Ni1 -0.654 -0.547 1.324
I1 -1.348 1.538 2.786
C1 -2.103 2.895 1.352
C2 -2.322 4.163 1.800
C3 -2.826 5.141 0.916
C4 -3.095 4.819 -0.380
C5 -2.885 3.502 -0.857
C6 -3.185 3.151 -2.197
C7 -3.016 1.877 -2.655
C8 -2.521 0.880 -1.788
C9 -2.206 1.207 -0.504
C10 -2.379 2.506 0.017
H1 -2.109 4.435 2.825
H2 -2.995 6.144 1.282
H3 -3.481 5.564 -1.064
H4 -3.568 3.923 -2.854
H5 -3.257 1.627 -3.679
H6 -2.387 -0.135 -2.138
C11 2.028 -1.817 2.683
O1 0.716 -1.286 2.897
C12 -0.014 -1.949 3.938
C13 -1.055 -2.846 3.330
O2 -1.876 -1.992 2.549
C14 -3.081 -2.609 2.096
H7 2.520 -1.971 3.644
H8 2.586 -1.072 2.122
H9 1.993 -2.751 2.120
H10 -0.503 -1.172 4.530
H11 0.661 -2.505 4.588
H12 -1.644 -3.332 4.113
H13 -0.605 -3.618 2.693
H14 -3.687 -2.911 2.951
H15 -2.861 -3.481 1.474
H16 -3.623 -1.871 1.509
Ge1 1.129 -0.476 -0.345
C15 2.211 -1.966 -1.010
C16 1.703 -2.868 -1.944
C17 2.488 -3.906 -2.424
C18 3.790 -4.064 -1.973
C19 4.309 -3.174 -1.045
C20 3.524 -2.134 -0.568
C21 1.632 1.117 -1.377
C22 0.829 2.050 -2.030
C23 1.378 3.222 -2.526
C24 2.730 3.490 -2.361
C25 3.538 2.571 -1.710
C26 2.994 1.388 -1.229
H17 -1.823 0.438 0.160
H18 0.694 -2.762 -2.325
H19 2.078 -4.593 -3.153
H20 4.399 -4.877 -2.345
H21 5.325 -3.288 -0.691
H22 3.957 -1.457 0.161
H23 -0.229 1.868 -2.167
H24 0.746 3.931 -3.045
H25 3.153 4.408 -2.744
H26 4.596 2.765 -1.587
H27 3.656 0.673 -0.751
O3 -1.937 -3.504 -1.306
C27 -1.346 -2.630 -0.803
N1 -0.737 -1.729 -0.286

Calculated atomic charges, method Löwdin, unit e: Ni 0.155; I 1.248; C -0.553; C -0.143; C -0.054; C -0.011; C -0.151; C -0.011; C -0.055; C -0.068; C -0.098; C -0.200; H 0.096; H 0.116; H 0.123; H 0.122; H 0.115; H 0.110; C -0.072; O -0.315; C -0.168; C -0.172; O -0.294; C -0.050; H 0.103; H 0.064; H 0.104; H 0.124; H 0.137; H 0.144; H 0.145; H 0.102; H 0.096; H 0.100; Ge 1.144; C -0.331; C -0.111; C -0.067; C -0.072; C -0.075; C -0.141; C -0.328; C -0.102; C -0.072; C -0.073; C -0.073; C -0.130; H -0.003; H 0.088; H 0.111; H 0.109; H 0.109; H 0.088; H 0.072; H 0.107; H 0.109; H 0.109; H 0.084; O 0.149; C -0.461; N -0.031

The following is a DFT calculation (ωB97M-V with the def2-TZVPD basis set) of a structure of composition C25H18BCl3F9IN4O3STeTi.

## Properties
2S+1	2
E_LUMO (alpha / beta)	1.734 / -0.380	eV
⟨S²⟩	0.7538
ΔE to the lowest compared entry with this formula, charge and spin	281.1	kJ/mol
HOMO-LUMO gap (alpha / beta)	0.2820 / 0.2039	hartree
net charge	-1

Positions of all 67 atoms, in Å:
Ti1 -1.328 -0.485 -0.684
C1 0.678 -3.696 -2.258
C2 1.567 -2.490 -2.205
N1 2.560 -2.415 -3.071
C3 3.344 -1.335 -3.054
C4 3.239 -0.324 -2.125
C5 4.208 0.828 -2.199
O1 5.362 0.658 -1.367
C6 2.229 -0.418 -1.143
C7 2.319 0.505 -0.007
N2 1.706 0.422 1.107
C8 2.226 1.162 2.172
C9 3.577 1.039 2.513
C10 4.103 1.642 3.641
C11 3.276 2.375 4.480
C12 1.939 2.520 4.158
C13 1.416 1.952 3.000
I1 -1.281 -0.542 2.213
C14 1.318 -1.478 -1.248
O2 0.229 -1.578 -0.489
H1 0.985 -4.320 -3.095
H2 -0.366 -3.409 -2.377
H3 0.757 -4.276 -1.335
H4 4.109 -1.283 -3.822
H5 3.706 1.774 -1.981
H6 4.595 0.893 -3.215
H7 5.059 0.486 -0.470
H8 3.079 1.281 -0.120
H9 4.200 0.404 1.895
H10 5.151 1.515 3.878
H11 3.664 2.826 5.383
H12 1.281 3.078 4.809
S1 -5.895 -0.938 0.063
C15 -5.571 0.677 -0.413
C16 -4.241 0.908 -0.588
C17 -3.429 -0.240 -0.331
C18 -4.209 -1.306 0.027
C19 -3.636 -2.603 0.338
C20 -4.357 -3.749 0.673
C21 -3.670 -4.912 0.960
C22 -2.281 -4.919 0.913
C23 -1.637 -3.744 0.570
N3 -2.294 -2.623 0.286
H13 -6.388 1.368 -0.552
H14 -3.846 1.859 -0.918
H15 -5.438 -3.716 0.701
H16 -4.212 -5.812 1.221
H17 -1.710 -5.809 1.134
H18 -0.558 -3.670 0.510
F1 1.426 2.865 -1.205
Te1 -0.511 3.246 -1.113
F2 -2.005 2.847 2.559
F3 -0.125 5.014 -1.760
F4 -0.441 2.722 -2.887
F5 -2.388 3.571 -1.513
O3 -0.951 1.145 -0.853
F6 -0.443 -0.397 -3.173
B1 -1.722 -0.882 -3.490
F7 -2.002 -1.725 -2.270
F8 -1.762 -1.673 -4.598
F9 -2.656 0.124 -3.466
Cl1 -1.606 5.447 1.752
C24 -0.393 4.552 2.674
Cl2 -0.502 5.063 4.385
Cl3 1.194 4.914 2.015
C25 -0.690 3.042 2.644
N4 0.041 2.041 2.722

Calculated atomic charges, method Löwdin, unit e: Ti 0.809; C -0.008; C -0.256; N 0.122; C -0.098; C -0.137; C -0.204; O -0.059; C -0.052; C -0.092; N 0.112; C -0.218; C -0.017; C -0.083; C -0.089; C -0.061; C -0.249; I 0.839; C -0.263; O -0.260; H 0.080; H 0.072; H 0.075; H 0.112; H 0.108; H 0.119; H 0.056; H 0.110; H 0.110; H 0.102; H 0.101; H 0.076; S 1.008; C -0.410; C -0.175; C -0.291; C -0.545; C -0.299; C -0.020; C -0.064; C -0.056; C -0.140; N -0.023; H 0.060; H 0.084; H 0.099; H 0.105; H 0.100; H 0.101; F -0.522; Te 1.856; F 0.038; F -0.519; F -0.395; F -0.525; O -0.614; F 0.138; B -1.214; F -0.011; F 0.185; F 0.176; Cl 0.644; C -1.497; Cl 0.621; Cl 0.682; C -0.537; N 0.107